# 1
Density functional theory data (ωB97M-V/def2-TZVPD) for a 2-piece molecular cluster, C9H9N2O overall at a distorted geometry.

Each line ends with the natural charge from an NBO analysis.
CARTESIAN COORDINATES (ANGSTROEM)
C  -2.3513  0.8420  0.1457  -0.0682
C  -1.7324  2.0643  -0.0307  -0.2145
C  -1.6394  -0.3129  0.1284  -0.2145
C  -0.3851  2.1239  -0.1006  -0.0963
C  -0.2767  -0.3217  -0.0842  0.1068
C  0.4121  0.9314  -0.0620  -0.2665
C  0.5130  -1.5830  -0.3219  -0.4502
C  1.9584  -1.4386  0.2556  -0.0723
C  1.7781  0.8565  -0.2692  0.4274
N  2.4079  0.7792  2.4517  0.1139
N  2.1191  1.4703  1.6489  -0.0195
O  2.4607  -0.2549  -0.3483  -0.4023
H  -3.3526  0.9250  0.2846  0.2250
H  -2.4598  2.8295  -0.1048  0.2431
H  -2.2149  -1.1562  0.1904  0.2332
H  -0.0291  3.1499  -0.1334  0.2456
H  0.1338  -2.5526  0.1550  0.2545
H  0.6563  -1.7190  -1.3068  0.2317
H  1.8706  -1.1776  1.2591  0.1993
H  2.4713  -2.3356  -0.1227  0.2486
H  2.4489  1.7051  -0.7828  0.2752

Calculated values
E_LUMO   -5.59 eV
HOMO energy   -13.89 eV
HOMO-LUMO gap   8.302 eV
E_tot   -532.7897 a.u.
Charge   +1

***

# 2
Density functional theory data (ωB97M-V/def2-TZVPD) for C9H9N2O2S as an isolated structure at a distorted geometry.

Each line ends with the natural charge from an NBO analysis.
CARTESIAN COORDINATES (ANGSTROEM)
C  -3.1361  1.1149  -0.7883  -0.1589
C  -2.7080  1.5172  0.4290  -0.1788
C  -2.4565  0.0722  -1.4559  -0.1814
C  -1.6904  0.8035  1.1169  -0.1545
C  -1.4315  -0.5979  -0.7965  -0.1893
C  -1.0134  -0.2218  0.4604  -0.1170
C  3.5390  -0.2028  -0.5529  -0.4839
C  2.4409  -0.9142  -0.1443  0.4291
C  0.1616  -0.8749  1.0556  -0.2096
N  1.4286  -0.1912  0.4922  -0.1293
N  1.5507  1.0702  0.6422  0.3941
O  1.0380  1.9583  1.2404  -0.1967
O  2.3079  -2.2475  -0.3043  -0.6508
S  3.6133  1.4880  -0.2075  0.4516
H  -3.8845  1.5118  -1.3164  0.2205
H  -3.0994  2.3205  0.8226  0.2141
H  -2.6135  -0.1331  -2.5321  0.2353
H  -1.4025  0.9910  2.0812  0.2126
H  -0.8331  -1.3831  -1.1968  0.2044
H  4.3967  -0.6861  -0.8723  0.2610
H  0.4298  -0.9263  2.0384  0.2405
H  0.2612  -1.8272  0.6318  0.2500
H  3.1011  -2.6416  -0.8435  0.5372

Calculated values
E_LUMO (spin up / spin down)   -6.44 / -6.44 eV
HOMO energy (spin up / spin down)   -12.62 / -12.63 eV
HOMO-LUMO gap (spin up / spin down)   6.181 / 6.180 eV
E_tot   -1006.0635 a.u.
Charge   +1

***

# 3
Density functional theory data (ωB97M-V/def2-TZVPD) for one molecule with the formula C9H9N2OP at a distorted geometry.

Each line ends with the natural charge from an NBO analysis.
CARTESIAN COORDINATES (ANGSTROEM)
C  0.2771  -2.6270  2.2295  -0.2299
C  1.4434  -1.8973  1.9586  -0.1835
C  -0.9333  -2.2897  1.5816  -0.1798
C  1.3546  -0.8185  1.0867  -0.2509
C  -1.0032  -1.1480  0.7607  -0.2202
C  1.0343  1.5580  -0.7024  -0.1316
C  0.1545  -0.5133  0.5208  0.1456
C  0.4199  2.5394  -1.3819  0.2339
C  -0.9824  2.0258  -1.6664  -0.2363
N  -1.0902  0.9158  -0.9441  -0.2343
N  0.0494  0.6373  -0.2889  -0.1624
O  0.9293  3.6937  -1.9460  -0.6673
P  -2.3249  2.7841  -2.5782  0.3390
H  0.2688  -3.4266  2.8847  0.2106
H  2.4541  -2.2404  2.1565  0.2190
H  -1.9390  -2.6620  1.7593  0.2185
H  2.2408  -0.2339  1.1129  0.2218
H  -1.8804  -0.8541  0.3126  0.2437
H  2.0555  1.5195  -0.4190  0.2254
H  0.4452  3.8658  -2.7148  0.4803
H  -1.7642  2.6124  -3.9758  -0.0167
H  -1.8108  4.1146  -2.4192  -0.0250

Calculated values
E_LUMO   0.73 eV
SMILES   Oc1cn(-c2ccccc2)nc1P
HOMO energy   -8.30 eV
HOMO-LUMO gap   9.033 eV
E_tot   -874.3785 a.u.

***

# 4
Density functional theory data (ωB97M-V/def2-TZVPD) for one molecule with the formula C9H9N3O at a distorted geometry.

Each line ends with the Mulliken spin population.
CARTESIAN COORDINATES (ANGSTROEM)
C  3.1831  -0.0027  -0.9450  -0.0007
C  3.1718  -0.7603  0.2937  0.0023
C  2.0944  0.7074  -1.3203  0.0000
C  2.0567  -0.9316  0.9951  0.0049
C  0.8548  0.4230  -0.5763  -0.0024
C  -2.7243  1.6370  0.2355  0.1470
C  -3.4540  0.6643  -0.5635  -0.0253
C  0.8079  -0.3938  0.4883  0.0157
C  -0.4402  -0.8838  1.0689  0.0088
N  -1.7742  1.2048  0.9437  0.1558
N  -1.6270  -0.0441  1.0121  0.5643
N  -3.0891  -0.5181  -0.5241  0.5322
O  -3.2642  -1.7048  -0.8440  0.5218
H  4.0987  0.2373  -1.3982  -0.0001
H  4.2485  -1.0837  0.5089  0.0001
H  1.8940  1.3078  -2.2185  0.0000
H  2.0812  -1.4492  1.9952  -0.0025
H  -0.1203  0.6238  -1.0079  -0.0065
H  -2.8522  2.7497  0.2932  0.0093
H  -4.0666  1.1414  -1.2803  0.0154
H  -0.8696  -1.7766  0.6861  0.0171
H  -0.2095  -1.1478  2.1574  0.0427

Calculated values
<S²>   2.0336
E_LUMO (spin up / spin down)   0.67 / -1.53 eV
Spin multiplicity   3
HOMO energy (spin up / spin down)   -7.31 / -8.52 eV
HOMO-LUMO gap (spin up / spin down)   7.980 / 6.989 eV
E_tot   -587.5921 a.u.